Record 1
Here is a 6-piece molecular cluster, C29H67N3O6 overall at a distorted geometry from OMol25. Energies are from the ωB97M-V functional and the def2-TZVPD basis.

ORCA input file:
```
! RIJCOSX wB97M-V def2-TZVPD def2/J DEFGRID3
* xyz 0 1
O 15.3890 10.8724 6.1965
H 14.5847 10.3434 6.1119
H 15.0851 11.6958 6.5607
O 12.9780 10.6996 7.8206
H 12.1329 10.5631 8.2871
H 13.6711 10.7889 8.4873
C 10.5073 8.7000 9.9961
C 9.0110 8.9207 9.6014
C 8.0982 8.5492 10.6856
C 7.9301 9.5670 11.8730
C 7.6609 10.9622 11.4005
C 8.6424 11.4711 10.2486
N 8.6896 10.3395 9.1931
O 9.7755 10.7139 8.2719
C 8.0209 12.6527 9.5038
C 9.9932 11.8798 10.7338
C 8.7101 8.0786 8.3702
H 10.7018 9.2509 10.8644
H 11.2653 8.9342 9.2003
H 10.7426 7.6476 10.1580
H 7.1521 8.3843 10.1695
H 8.3684 7.5272 11.0740
H 8.8625 9.5462 12.4583
H 7.1116 9.2526 12.5694
H 7.8150 11.6638 12.2428
H 6.6247 11.0246 11.0880
H 7.0138 12.4957 9.1129
H 7.9504 13.5268 10.1853
H 8.7329 13.0144 8.7768
H 9.8610 12.7389 11.3605
H 10.4645 11.1397 11.4092
H 10.6559 12.0159 9.9166
H 8.9033 7.0228 8.5963
H 9.5547 8.4130 7.7948
H 7.7546 8.2010 7.9467
H 9.3022 11.0923 7.5332
C 14.2497 17.4873 6.1217
C 14.2723 15.9956 6.5902
C 14.4665 15.9912 8.1691
C 13.1981 16.3965 8.9006
C 12.0948 15.4191 8.4273
C 11.8619 15.4522 6.9554
N 13.1377 15.1147 6.3640
O 12.9091 15.1402 4.9680
C 10.8734 14.3044 6.6498
C 11.2518 16.8227 6.5723
C 15.4426 15.2759 6.0304
H 15.2707 17.7405 5.7352
H 14.0829 18.1702 6.9509
H 13.4742 17.6922 5.4013
H 14.8157 14.9770 8.4333
H 15.2876 16.6637 8.3826
H 13.0150 17.4718 8.7488
H 13.2852 16.1734 9.9538
H 11.1614 15.7080 8.9487
H 12.3650 14.4464 8.7705
H 11.1664 13.3676 7.1785
H 9.8821 14.5842 7.0255
H 10.8204 14.1325 5.5599
H 11.3604 17.0582 5.4783
H 10.2476 16.9763 6.9430
H 11.8628 17.6036 7.0579
H 15.3760 14.2438 6.3820
H 16.3579 15.7782 6.3668
H 15.4890 15.2746 4.9036
H 13.2751 14.3149 4.6004
C 20.0776 9.4162 8.2137
C 18.8580 9.7845 9.0431
C 19.1859 9.9441 10.5343
C 19.9537 11.2610 10.8292
C 19.2729 12.4702 10.2581
C 18.8504 12.2441 8.7488
N 18.1554 10.9973 8.5955
O 17.9946 10.8449 7.1763
C 17.8690 13.3835 8.4467
C 20.0324 12.4531 7.8028
C 17.8451 8.6612 8.8439
H 19.7313 9.3889 7.1925
H 20.5187 8.4537 8.5576
H 20.8523 10.1483 8.2967
H 18.2586 9.8567 11.0668
H 19.8408 9.1167 10.7016
H 20.8850 11.2136 10.2415
H 20.1888 11.2800 11.9217
H 19.9183 13.3378 10.3438
H 18.3365 12.7033 10.7491
H 17.6122 13.4871 7.3625
H 16.9498 13.3052 9.0599
H 18.3350 14.3665 8.6658
H 20.1400 13.4678 7.4135
H 20.9693 12.1820 8.2768
H 19.8590 11.8311 6.9082
H 17.8619 8.2858 7.8098
H 16.8885 8.9355 9.1960
H 18.0455 7.8638 9.5154
H 17.0269 10.8130 7.0349
C 13.3996 12.3388 10.8984
C 14.5397 12.7650 10.0453
O 15.3112 11.5581 9.8500
H 12.9525 11.4318 10.4752
H 12.5901 13.0306 11.1076
H 13.7901 12.0632 11.9119
H 15.0368 13.6277 10.4918
H 14.2542 13.1021 9.0452
H 15.9925 11.7717 9.2023
*
```

Results
- SMILES = CC1(C)CCCC(C)(C)N1O.CC1(C)CCCC(C)(C)N1O.CC1(C)CCCC(C)(C)N1O.CCO.O.O
- orbital gap (eV) = 9.334
- energy relative to the best compared isomer or geometry (same formula, charge and spin) (kJ/mol) = 0.0
- maximum force (hartree/bohr) = 0.0551
- E_tot (hartree) = -1760.69291
- E_HOMO (eV) = -8.8

---

Record 2
Here is C29H69BBrO17PS2Si2 as an isolated structure at a distorted geometry from OMol25. Energies are from the ωB97M-V functional and the def2-TZVPD basis.

ORCA input file:
```
! RIJCOSX wB97M-V def2-TZVPD def2/J DEFGRID3
* xyz 0 1
C 6.0342 -5.0926 5.3313
B 6.3923 -4.1236 4.0096
O 7.7021 -3.4573 3.8162
Si 4.9700 -3.9404 2.6590
Br 4.0788 -1.8483 2.9796
O 5.7859 -3.9844 1.1064
Si 4.8864 -4.8687 -0.1126
C 5.8882 -6.4516 -0.5531
C 5.4104 -7.8194 0.2120
C 5.0274 -7.6372 1.7955
C 4.2247 -8.6295 -0.6455
C 4.9334 -3.7439 -1.7233
P 5.9943 -2.1492 -1.4722
O 6.1965 -1.5126 -2.9233
O 7.6107 -2.5007 -0.8628
O 5.1985 -0.9439 -0.4959
S 2.7979 -5.1882 0.3204
C 1.9162 -6.1244 -1.0422
C 0.3458 -5.6074 -1.2850
O -0.2377 -5.8899 -2.4591
O -0.2805 -4.9172 -0.1471
C -1.4459 -4.1216 -0.5842
C -1.5149 -2.8257 0.4710
C -2.3219 -1.6423 -0.3412
O -2.2553 -3.1458 1.7036
C -1.3497 -3.5728 2.7896
O -1.3684 -4.8242 3.2886
C -0.2819 -2.4811 3.4414
S 0.3221 -3.1467 5.1063
H 6.9656 -5.7808 5.4973
H 5.1524 -5.8012 4.9598
H 5.6985 -4.4752 6.2671
H 8.0594 -3.8651 2.9508
H 4.0535 -5.0420 2.9155
H 5.8307 -6.6234 -1.7313
H 7.0248 -6.2753 -0.2645
H 6.3472 -8.5589 0.1825
H 3.9456 -7.2428 2.0061
H 5.0892 -8.7174 2.2989
H 5.8788 -7.0027 2.3335
H 3.2739 -8.7824 0.0203
H 3.9107 -7.9994 -1.5802
H 4.6431 -9.6699 -1.0503
H 5.4846 -4.3617 -2.5740
H 3.8355 -3.4161 -2.0590
H 7.7139 -2.0967 0.0673
H 4.7706 -0.2903 -1.1544
H 1.7991 -7.2475 -0.6553
H 2.4375 -6.0634 -2.1014
H -2.4247 -4.7627 -0.5536
H -1.2433 -3.6217 -1.6490
H -0.4102 -2.4433 0.6536
H -3.4556 -1.8829 -0.5133
H -1.7546 -1.3961 -1.3417
H -2.2792 -0.6758 0.3532
H -0.8115 -1.4345 3.5399
H 0.6097 -2.3908 2.6580
H 0.8634 -2.0619 5.8308
C -1.1674 -0.4517 -4.5926
O -1.1927 0.1338 -3.2947
C -0.0272 0.9207 -3.0305
C -0.3012 2.4141 -3.2409
O -0.5866 2.7042 -4.6123
C -1.9847 2.8163 -4.8607
H -2.1829 -0.7724 -4.8432
H -0.8290 0.2501 -5.3586
H -0.5121 -1.3272 -4.5849
H 0.8167 0.5838 -3.6448
H 0.2378 0.7575 -1.9803
H 0.6014 2.9752 -2.9780
H -1.1129 2.7631 -2.5913
H -2.3383 3.7938 -4.5252
H -2.5602 2.0330 -4.3652
H -2.1497 2.7328 -5.9387
C -0.5796 5.6082 -2.6149
O -0.5642 5.1166 -1.2785
C 0.6066 5.5227 -0.5632
C 0.3208 6.7287 0.3388
O -0.0105 7.8886 -0.4300
C -1.4163 8.1069 -0.4992
H -1.6016 5.5290 -2.9969
H -0.2688 6.6539 -2.6766
H 0.0786 4.9948 -3.2366
H 1.4311 5.7339 -1.2551
H 0.9066 4.6777 0.0659
H 1.2296 6.9679 0.9005
H -0.4704 6.5021 1.0637
H -1.7621 8.5605 0.4324
H -1.9726 7.1865 -0.6825
H -1.6163 8.7980 -1.3231
C -5.0837 3.9520 -0.4555
O -6.3919 3.4330 -0.6728
C -6.8450 3.6446 -2.0135
C -6.6682 2.3850 -2.8689
O -5.2857 2.0596 -3.0393
C -4.8582 1.0350 -2.1469
H -4.6855 3.5039 0.4596
H -4.4026 3.7194 -1.2776
H -5.1389 5.0361 -0.3231
H -6.3341 4.5036 -2.4655
H -7.9126 3.8828 -1.9567
H -7.0746 2.5805 -3.8666
H -7.2189 1.5372 -2.4438
H -5.1878 0.0633 -2.5213
H -5.2363 1.1803 -1.1338
H -3.7652 1.0462 -2.1096
C -4.4978 3.8800 3.5774
O -3.3226 4.5047 3.0707
C -3.6208 5.6289 2.2373
C -3.4739 6.9480 3.0040
O -4.4417 7.0532 4.0520
C -3.8996 6.7105 5.3239
H -4.2113 3.2454 4.4213
H -5.2362 4.6054 3.9270
H -4.9421 3.2534 2.7990
H -4.6231 5.5350 1.8018
H -2.8971 5.6187 1.4152
H -3.6615 7.7764 2.3130
H -2.4574 7.0656 3.3985
H -3.3135 7.5479 5.7090
H -3.2733 5.8181 5.2833
H -4.7292 6.5160 6.0096
*
```

Results
- orbital gap (eV) = 8.933
- maximum force (hartree/bohr) = 0.1762
- E_tot (hartree) = -6740.79414
- E_HOMO (eV) = -9.3